A molecular structure, C20H40B2F8Li2O5 at a distorted geometry, computed with ωB97M-V/def2-TZVPD.

Each line ends with the Mulliken spin population.
Geometry (Å):
Li  -0.997  0.542  -1.164  0.00
Li  2.850  1.356  -2.846  0.00
B  -2.538  1.733  -2.975  0.00
F  -2.232  2.819  -3.724  0.00
F  -3.829  1.317  -3.263  0.00
F  -1.646  0.737  -3.255  0.00
F  -2.382  2.135  -1.708  0.00
B  1.343  1.082  -1.070  0.00
F  1.246  0.435  -2.304  0.00
F  0.492  2.160  -1.149  0.00
F  0.990  0.181  -0.153  0.00
F  2.560  1.663  -0.933  0.00
C  0.627  -1.953  3.186  0.01
C  -0.372  -2.200  2.109  -0.03
C  -0.983  -3.577  2.422  0.06
O  -0.159  -4.083  3.405  0.63
C  0.981  -3.347  3.491  0.04
H  0.095  -1.454  3.995  0.00
H  1.542  -1.382  3.025  0.00
H  0.181  -2.286  1.174  0.01
H  -1.190  -1.482  2.057  0.02
H  -0.955  -4.291  1.599  0.09
H  -2.045  -3.632  2.661  0.07
H  1.647  -3.813  2.765  0.06
H  1.394  -3.431  4.496  0.03
C  1.785  5.443  -0.629  0.00
C  0.476  5.980  -1.266  0.00
C  -0.535  5.298  -0.422  0.00
O  0.097  5.276  0.890  0.00
C  1.504  5.469  0.882  0.00
H  2.594  6.076  -0.994  0.00
H  1.941  4.464  -1.083  0.00
H  0.507  5.860  -2.349  0.00
H  0.439  7.046  -1.041  0.00
H  -0.747  4.277  -0.739  0.00
H  -1.450  5.889  -0.473  0.00
H  2.057  4.734  1.467  0.00
H  1.696  6.491  1.208  0.00
C  3.352  -2.135  -1.244  0.00
C  3.036  -2.347  0.226  0.01
C  4.354  -2.960  0.826  0.00
O  4.973  -3.580  -0.244  0.00
C  4.758  -2.664  -1.359  0.00
H  3.377  -1.072  -1.480  0.00
H  2.795  -2.650  -2.028  0.00
H  2.210  -3.057  0.188  0.00
H  2.809  -1.468  0.830  0.00
H  4.108  -3.676  1.610  0.00
H  4.952  -2.257  1.405  0.00
H  4.934  -3.222  -2.279  0.00
H  5.485  -1.873  -1.171  0.00
C  -2.458  -3.577  -1.554  0.00
C  -1.569  -3.313  -2.843  0.00
C  -0.696  -2.154  -2.534  0.00
O  -1.399  -1.432  -1.512  0.00
C  -2.590  -2.135  -1.058  0.00
H  -1.967  -4.019  -0.687  0.00
H  -3.378  -4.152  -1.656  0.00
H  -2.196  -3.188  -3.726  0.00
H  -0.812  -4.083  -2.993  0.00
H  -0.487  -1.617  -3.459  0.00
H  0.302  -2.397  -2.168  0.00
H  -3.461  -1.645  -1.494  0.00
H  -2.789  -2.050  0.011  0.00
C  -3.693  1.686  1.842  0.00
C  -2.390  1.675  2.740  0.00
C  -1.319  1.526  1.617  0.00
O  -2.038  0.916  0.545  0.00
C  -3.328  0.493  0.935  0.00
H  -3.856  2.547  1.194  0.00
H  -4.583  1.607  2.465  0.00
H  -2.314  0.864  3.463  0.00
H  -2.413  2.569  3.364  0.00
H  -0.497  0.936  2.021  0.00
H  -1.022  2.560  1.440  0.00
H  -3.313  -0.459  1.466  0.00
H  -3.857  0.273  0.008  0.00

HOMO energy (spin up / spin down): -10.92 / -10.92 eV
multiplicity: 2
largest force on an atom: 3.50 eV Å⁻¹
total charge: +1